1.
The following is a DFT calculation (ωB97M-V with the def2-TZVPD basis set) of a structure of composition C42H43ClP2Pb in a non-equilibrium geometry.

Structure (ORCA input):
```
! RIJCOSX wB97M-V def2-TZVPD def2/J DEFGRID3
* xyz 0 1
Pb -0.55 -1.63 0.87
C 0.58 -3.04 -2.70
C 0.59 -1.75 -3.11
C -0.39 -1.23 -4.11
C -1.85 -1.65 -3.81
C -2.36 -1.75 -2.40
C -2.12 -2.81 -1.60
C -1.75 -4.09 -2.24
C -0.47 -4.00 -3.09
C -0.43 0.70 1.93
H 1.52 -3.49 -2.31
H 1.52 -1.16 -3.06
H -0.15 -1.68 -5.08
H -0.34 -0.14 -4.25
H -2.53 -1.02 -4.38
H -2.01 -2.61 -4.31
H -3.21 -1.07 -2.20
H -2.54 -2.91 -0.61
H -2.54 -4.38 -2.95
H -1.66 -4.91 -1.51
H -0.01 -4.98 -3.17
H -0.75 -3.84 -4.13
H 0.19 0.35 2.77
H -1.03 1.52 2.40
H 0.33 1.15 1.26
P 1.32 0.65 -0.84
P -2.37 0.68 0.72
C -0.44 0.62 -1.55
C -1.69 0.58 -0.94
C 2.25 1.90 -1.84
C 2.18 2.01 -3.25
C 3.02 2.88 -3.93
C 3.92 3.67 -3.23
C 4.00 3.60 -1.85
C 3.16 2.75 -1.15
C 2.36 -0.94 -0.91
C 1.84 -2.17 -0.42
C 2.71 -3.15 0.09
C 4.03 -3.19 -0.35
C 4.49 -2.10 -1.11
C 3.70 -0.96 -1.35
C -3.62 2.02 0.90
C -3.24 3.33 0.53
C -4.14 4.39 0.65
C -5.44 4.12 1.14
C -5.79 2.86 1.64
C -4.89 1.80 1.51
C -3.10 -0.80 1.53
C -2.52 -1.16 2.79
C -2.72 -2.46 3.31
C -3.47 -3.40 2.60
C -3.96 -3.07 1.33
C -3.88 -1.77 0.84
H -0.48 0.83 -2.64
H -2.52 0.54 -1.67
H 1.45 1.39 -3.78
H 2.96 2.93 -5.01
H 4.55 4.34 -3.76
H 4.72 4.21 -1.30
H 3.19 2.70 -0.06
H 0.82 -2.52 -0.76
H 2.31 -3.89 0.80
H 4.67 -4.04 -0.10
H 5.50 -2.15 -1.52
H 4.10 -0.16 -1.95
H -2.24 3.47 0.14
H -3.83 5.41 0.36
H -6.16 4.93 1.14
H -6.77 2.71 2.14
H -5.16 0.80 1.85
H -1.93 -0.44 3.38
H -2.25 -2.75 4.26
H -3.67 -4.39 3.03
H -4.40 -3.87 0.71
H -4.34 -1.50 -0.13
Cl 2.35 -0.42 5.37
C 2.81 1.15 4.99
C 2.79 2.16 5.94
C 3.18 3.47 5.62
C 3.51 3.77 4.29
C 3.43 2.81 3.31
C 3.16 1.44 3.61
C 3.15 0.48 2.61
H 2.51 1.92 6.97
H 3.28 4.23 6.43
H 3.82 4.79 4.04
H 3.54 3.09 2.24
H 3.51 0.77 1.62
H 2.70 -0.51 2.74
*
```

Output
**HOMO energy (alpha / beta)**: -4.2 / -3.9 eV
**Gap between HOMO and LUMO (alpha / beta)**: 3.04 / 2.68 eV

2.
The following is a DFT calculation (ωB97M-V with the def2-TZVPD basis set) of a structure of composition C42H44BrN7O2SeTc in a non-equilibrium geometry.

Structure (ORCA input):
```
! RIJCOSX wB97M-V def2-TZVPD def2/J DEFGRID3
* xyz 0 2
Tc -0.71 -1.05 -1.47
O -0.34 0.39 -0.05
N -0.70 1.59 -0.34
N -1.09 1.72 -1.56
O -0.98 0.74 -2.46
C -1.65 2.94 -1.98
C -1.98 3.93 -1.05
C -2.55 5.11 -1.49
C -2.80 5.31 -2.84
C -2.47 4.33 -3.76
C -1.89 3.14 -3.34
H -1.79 3.75 0.00
H -2.81 5.87 -0.77
H -3.27 6.23 -3.18
H -2.65 4.49 -4.81
H -1.63 2.36 -4.05
N -0.60 -2.41 0.22
C -1.92 -2.58 0.80
C -2.16 -3.46 1.84
C -3.45 -3.58 2.37
C -4.48 -2.83 1.86
C -4.28 -1.94 0.79
C -5.30 -1.18 0.18
C -4.99 -0.38 -0.90
C -3.69 -0.33 -1.37
N -2.68 -1.01 -0.82
C -2.97 -1.82 0.25
H -0.14 -3.31 0.20
H -0.02 -1.84 0.86
H -1.34 -4.05 2.24
H -3.63 -4.27 3.18
H -5.48 -2.93 2.27
H -6.32 -1.25 0.55
H -5.76 0.19 -1.39
H -3.43 0.28 -2.23
C -1.14 -2.34 -2.76
C -1.56 -3.38 -3.58
C -2.60 -3.22 -4.55
C -3.01 -4.28 -5.32
C -2.42 -5.54 -5.18
C -1.41 -5.72 -4.24
C -0.97 -4.67 -3.46
H -3.05 -2.24 -4.65
H -3.80 -4.14 -6.04
H -2.74 -6.36 -5.80
H -0.94 -6.69 -4.14
H -0.18 -4.80 -2.74
C 5.63 0.31 0.45
C 5.03 1.54 1.12
C 4.05 2.30 0.22
C 2.74 1.55 -0.02
N 1.88 1.55 1.15
C 1.61 0.49 1.95
Se 2.28 -1.19 1.74
N 0.69 0.89 2.86
C 0.12 0.08 3.93
C 0.66 0.48 5.30
C 2.12 0.10 5.54
C 2.34 -1.41 5.68
C 0.36 2.22 2.64
C -0.53 3.07 3.27
C -0.64 4.36 2.77
C 0.12 4.78 1.68
C 1.01 3.93 1.05
C 1.13 2.64 1.55
H 6.41 -0.12 1.08
H 6.09 0.57 -0.51
H 4.88 -0.46 0.28
H 5.84 2.23 1.40
H 4.53 1.25 2.04
H 4.51 2.50 -0.75
H 3.82 3.27 0.68
H 2.94 0.51 -0.28
H 2.18 2.01 -0.84
H 0.37 -0.96 3.71
H -0.96 0.19 3.89
H 0.03 0.01 6.06
H 0.55 1.57 5.41
H 2.46 0.60 6.44
H 2.73 0.47 4.71
H 1.67 -1.83 6.44
H 3.37 -1.61 5.98
H 2.16 -1.93 4.74
H -1.13 2.74 4.11
H -1.34 5.04 3.23
H 0.00 5.79 1.32
H 1.59 4.26 0.20
Br 5.77 -1.29 -3.52
C 4.00 -1.19 -2.86
C 3.21 -0.08 -3.13
C 1.91 -0.08 -2.67
N 1.36 -1.08 -1.97
C 2.16 -2.12 -1.70
C 3.46 -2.22 -2.12
H 3.60 0.76 -3.69
H 1.26 0.76 -2.89
H 1.72 -2.91 -1.11
H 4.05 -3.10 -1.87
*
```

Output
**HOMO energy (alpha / beta)**: -4.2 / -7.1 eV
**<S²>**: 1.0274
**Gap between HOMO and LUMO (alpha / beta)**: 3.96 / 7.15 eV
**Relative energy (zero: lowest compared OMol25 entry of this formula, charge and spin)**: 0.00 kJ/mol

Number 1: energy -80585.269 eV. Number 2: energy -196379.046 eV.